{"formula": "C47H77BCsN4P2", "method": "wB97M-V/def2-TZVPD", "species": ["Cs", "C", "C", "C", "C", "C", "C", "C", "C", "C", "C", "C", "C", "C", "C", "C", "C", "C", "H", "H", "H", "H", "H", "H", "H", "H", "H", "H", "H", "H", "H", "H", "H", "H", "H", "H", "H", "H", "H", "H", "H", "H", "H", "H", "H", "H", "H", "C", "C", "C", "C", "P", "C", "N", "B", "N", "C", "P", "C", "C", "C", "C", "C", "C", "C", "C", "C", "C", "C", "C", "C", "C", "C", "C", "C", "C", "H", "H", "H", "H", "H", "H", "H", "H", "H", "H", "H", "H", "H", "H", "H", "H", "H", "H", "H", "H", "H", "H", "H", "H", "H", "H", "H", "H", "H", "H", "H", "H", "H", "H", "H", "H", "H", "H", "H", "H", "H", "H", "H", "H", "N", "C", "C", "C", "C", "C", "N", "C", "H", "H", "H", "H"], "coordinates": [[1.1017, -0.4433, 0.3750], [3.5067, -1.3221, 1.8788], [3.9156, -1.6790, 0.5673], [4.2608, -0.4580, -0.1038], [4.0683, 0.5834, 0.8424], [3.6097, 0.0647, 2.0557], [3.4369, 0.8241, 3.3557], [3.0534, 2.2833, 3.0953], [2.3428, 0.1828, 4.2088], [4.7570, 0.7987, 4.1399], [4.8559, -0.0532, -1.4633], [4.7464, -1.0589, -2.6099], [6.3448, 0.2762, -1.2729], [4.1416, 1.2107, -1.9802], [3.9654, -3.1556, 0.1504], [2.9694, -3.4813, -0.9761], [3.5797, -4.0677, 1.3250], [5.3887, -3.5770, -0.2444], [3.2029, -2.0176, 2.6472], [4.3145, 1.6235, 0.6792], [2.1260, 2.3518, 2.5212], [3.8310, 2.8031, 2.5356], [2.9050, 2.8154, 4.0389], [1.3867, 0.1994, 3.6800], [2.2085, 0.7288, 5.1472], [2.5820, -0.8531, 4.4513], [5.5582, 1.2385, 3.5450], [5.0398, -0.2292, 4.3713], [4.6711, 1.3569, 5.0774], [5.3530, -1.9484, -2.4659], [5.0984, -0.5820, -3.5303], [3.7184, -1.3633, -2.7743], [6.8857, -0.6087, -0.9325], [6.4749, 1.0542, -0.5203], [6.7934, 0.6170, -2.2115], [3.0706, 1.0241, -2.1021], [4.5464, 1.5050, -2.9530], [4.2494, 2.0572, -1.3061], [1.9426, -3.3838, -0.6070], [3.0898, -4.5132, -1.3216], [3.0795, -2.8247, -1.8297], [2.5576, -3.8850, 1.6617], [4.2479, -3.9296, 2.1748], [3.6439, -5.1113, 1.0061], [5.7467, -3.0808, -1.1404], [5.4341, -4.6564, -0.4190], [6.0776, -3.3299, 0.5651], [-1.5706, -0.4099, -4.9717], [-2.5061, -0.2411, -3.7665], [-3.9194, -0.6415, -4.2203], [-2.0611, -1.1985, -2.6688], [-2.6854, 1.6043, -3.4386], [-4.0549, 1.8952, -2.2418], [-4.2268, 1.3233, -0.9255], [-3.3416, 0.5059, -0.0367], [-4.2271, 0.4285, 1.1532], [-3.9437, -0.2266, 2.4017], [-2.1784, -0.0495, 2.9416], [-2.1565, -1.4709, 4.1997], [-3.4017, -1.6892, 5.0632], [-0.9372, -1.3428, 5.1126], [-1.9454, -2.7246, 3.3335], [-2.2617, 1.5784, 3.8991], [-0.8281, 2.0225, 4.1960], [-3.0658, 1.5901, 5.1976], [-2.8768, 2.6084, 2.9387], [-5.4422, 1.0463, 0.9694], [-6.5390, 1.1952, 1.8004], [-7.6322, 1.9381, 1.3445], [-7.6197, 2.5177, 0.0881], [-6.5151, 2.3700, -0.7572], [-5.4341, 1.6253, -0.3189], [-1.1611, 2.4150, -2.6721], [-1.1939, 3.8494, -3.2253], [0.1096, 1.7396, -3.1822], [-1.1068, 2.5143, -1.1486], [-1.7485, -1.3892, -5.4269], [-1.7377, 0.3516, -5.7359], [-0.5283, -0.3753, -4.6676], [-3.8920, -1.6664, -4.6002], [-4.6245, -0.6156, -3.3890], [-4.2913, 0.0109, -5.0130], [-2.0653, -2.2206, -3.0683], [-1.0504, -0.9695, -2.3189], [-2.6927, -1.1456, -1.7848], [-4.0563, 2.9975, -2.1741], [-4.9458, 1.6695, -2.8445], [-4.5788, 0.1877, 3.1911], [-4.1745, -1.2970, 2.3439], [-3.5422, -0.8961, 5.7953], [-4.3114, -1.7675, 4.4697], [-3.2934, -2.6284, 5.6150], [-1.0155, -0.4961, 5.7945], [-0.8401, -2.2473, 5.7211], [-0.0181, -1.2296, 4.5377], [-2.7714, -2.8980, 2.6428], [-1.0322, -2.6428, 2.7403], [-1.8551, -3.6039, 3.9779], [-0.3027, 1.3327, 4.8548], [-0.2494, 2.1099, 3.2746], [-0.8395, 3.0044, 4.6786], [-2.5871, 1.0082, 5.9855], [-3.1512, 2.6202, 5.5575], [-4.0796, 1.2122, 5.0561], [-2.4212, 2.5624, 1.9473], [-3.9486, 2.4614, 2.8090], [-2.7190, 3.6094, 3.3508], [-6.5619, 0.7432, 2.7836], [-8.4965, 2.0601, 1.9855], [-8.4720, 3.0945, -0.2475], [-6.5158, 2.8325, -1.7354], [-1.1885, 3.8609, -4.3155], [-2.0853, 4.3822, -2.8876], [-0.3197, 4.3992, -2.8629], [0.1191, 1.6481, -4.2700], [0.9803, 2.3359, -2.8893], [0.2230, 0.7399, -2.7526], [-1.9630, 3.0668, -0.7542], [-1.1499, 1.5411, -0.6511], [-0.1960, 3.0575, -0.8662], [2.4569, 1.3250, -7.3986], [2.1984, 0.3828, -6.7905], [1.8788, -0.8070, -6.0468], [1.5375, -1.9866, -6.7062], [1.2421, -3.0978, -5.9406], [1.2935, -2.9788, -4.5562], [1.6084, -1.8521, -3.9214], [1.9024, -0.7872, -4.6547], [1.5096, -2.0216, -7.7865], [0.9744, -4.0381, -6.4005], [1.0612, -3.8287, -3.9238], [2.1688, 0.1205, -4.1286]], "forces_ev_per_a": [[-1.075, 0.253, -0.407], [0.441, -0.107, 0.164], [0.171, -0.055, 0.072], [-0.034, 0.016, 0.092], [0.076, -0.010, 0.023], [0.242, -0.028, 0.153], [-0.004, 0.003, -0.030], [-0.026, -0.015, -0.006], [-0.025, 0.043, -0.027], [-0.030, -0.006, 0.009], [-0.004, -0.052, 0.011], [0.043, -0.005, -0.019], [0.000, -0.011, -0.016], [0.011, 0.007, 0.027], [-0.010, 0.057, -0.078], [0.042, -0.014, 0.092], [0.001, -0.003, -0.021], [0.008, 0.009, 0.034], [-0.022, -0.015, -0.011], [-0.062, 0.008, -0.050], [-0.009, 0.000, -0.005], [0.035, 0.015, -0.027], [-0.001, 0.009, 0.018], [0.018, -0.023, 0.000], [0.006, 0.000, 0.023], [0.008, -0.032, 0.004], [0.025, 0.020, -0.020], [0.006, -0.026, 0.000], [-0.004, 0.015, 0.034], [-0.033, -0.005, 0.011], [0.024, -0.009, -0.007], [-0.055, 0.024, -0.026], [0.014, -0.021, 0.010], [-0.006, 0.012, 0.009], [0.021, 0.011, -0.025], [-0.028, -0.013, -0.008], [0.011, 0.007, -0.016], [0.010, 0.019, 0.017], [-0.002, 0.000, -0.033], [0.011, -0.041, 0.029], [-0.023, 0.003, -0.061], [-0.014, 0.012, 0.009], [0.029, -0.001, 0.019], [-0.011, -0.012, -0.009], [0.006, 0.017, 0.024], [0.002, -0.022, -0.020], [0.013, -0.012, 0.027], [-0.071, -0.015, -0.040], [-0.115, -0.025, 0.029], [-0.014, -0.031, 0.116], [0.102, 0.020, 0.068], [0.166, 0.110, -0.089], [-0.093, -0.025, -0.045], [0.116, -0.117, -0.023], [-0.194, 0.014, -0.020], [0.148, -0.100, -0.052], [0.002, -0.088, -0.032], [0.209, -0.098, 0.227], [0.021, -0.033, -0.062], [-0.006, 0.026, 0.024], [-0.005, 0.020, 0.022], [0.004, 0.021, 0.002], [-0.062, 0.018, -0.036], [0.010, 0.005, -0.021], [-0.032, 0.012, -0.028], [0.033, -0.028, -0.005], [-0.007, 0.172, -0.052], [-0.011, -0.030, 0.000], [-0.040, 0.018, 0.009], [-0.010, 0.002, 0.009], [-0.029, -0.005, -0.040], [-0.017, 0.022, 0.123], [-0.034, 0.038, 0.068], [0.052, -0.005, -0.005], [0.022, -0.048, 0.077], [0.053, -0.033, 0.015], [0.013, -0.051, 0.008], [-0.022, 0.041, -0.031], [-0.056, 0.025, -0.021], [-0.010, -0.025, -0.025], [-0.021, 0.012, 0.050], [0.008, 0.011, -0.034], [0.061, -0.044, -0.021], [0.004, -0.051, -0.066], [-0.041, 0.049, 0.012], [0.008, -0.041, -0.006], [0.036, 0.011, 0.009], [-0.011, -0.030, -0.008], [0.028, 0.020, 0.025], [-0.002, -0.021, -0.020], [-0.029, -0.013, -0.025], [0.010, -0.032, 0.027], [-0.017, 0.005, 0.017], [0.004, -0.034, 0.016], [0.017, -0.003, -0.025], [-0.018, 0.006, -0.009], [0.013, 0.006, 0.008], [0.002, -0.036, 0.019], [0.012, -0.012, 0.018], [0.014, -0.002, -0.016], [-0.003, 0.037, 0.013], [0.009, -0.004, 0.002], [0.004, 0.039, 0.012], [-0.016, 0.008, -0.004], [0.024, 0.008, -0.007], [-0.038, -0.006, -0.006], [-0.007, 0.050, 0.011], [-0.018, -0.008, 0.024], [-0.018, 0.001, 0.011], [-0.031, 0.016, -0.010], [-0.003, 0.019, -0.008], [0.007, -0.007, -0.030], [-0.027, -0.004, -0.007], [0.007, 0.022, 0.011], [0.001, 0.060, -0.019], [0.020, 0.009, 0.015], [-0.002, 0.012, -0.034], [0.017, 0.026, -0.027], [-0.036, 0.019, -0.115], [0.043, 0.028, 0.034], [-0.048, -0.176, 0.121], [0.030, 0.104, -0.089], [0.029, 0.049, -0.151], [0.023, 0.069, 0.120], [0.030, 0.097, 0.082], [-0.096, 0.051, 0.043], [0.016, -0.032, 0.000], [0.059, -0.160, -0.145], [0.000, 0.025, -0.012], [-0.008, -0.018, 0.006], [0.007, 0.004, 0.006], [0.029, 0.032, 0.023]], "mulliken_charge": [0.67, 0.03, 0.05, 0.58, -0.41, -0.80, 2.16, -1.88, -1.62, -2.07, 2.38, -1.23, -2.06, -2.02, 2.68, -1.15, -2.43, -1.61, 0.08, 0.03, 0.26, 0.44, 0.41, -0.13, 0.63, 0.40, 0.39, 0.36, 0.46, 0.26, 0.63, -0.81, 0.35, 0.30, 0.48, 0.25, 0.54, 0.35, 0.32, 0.48, -0.50, 0.31, 0.44, 0.46, 0.24, 0.47, 0.34, -1.94, 2.39, -2.20, -1.20, -0.53, -1.72, 0.43, 0.55, 0.13, -1.22, 0.88, 1.71, -1.81, -1.88, -1.71, 2.38, -2.06, -1.97, -2.29, 0.59, -0.57, -0.83, -0.84, -0.39, 0.27, 2.98, -2.06, -2.55, -1.69, 0.53, 0.41, 0.13, 0.51, 0.33, 0.50, 0.49, -0.09, -0.09, 0.64, 0.83, -0.07, 0.43, 0.30, 0.26, 0.56, 0.25, 0.58, 0.25, 0.35, 0.22, 0.52, 0.21, 0.41, 0.53, 0.36, 0.50, 0.28, 0.30, 0.39, 0.63, 0.38, 0.37, 0.36, 0.44, 0.45, 0.44, 0.44, 0.62, 0.66, 0.13, 0.47, -0.37, 0.70, -0.58, -0.21, 0.49, -0.31, -0.85, -0.38, -0.08, -0.12, 0.50, 0.45, 0.38, 0.76], "e_tot_ev": -75752.43527, "molar_mass_da": 903.83, "largest_force_ev_per_a": 1.18, "e_lumo_ha": 0.062, "charge": -1}